121
Properties=species:S:1:pos:R:3 method="wB97M-V/def2-TZVPD" e_homo_ev=-11.2892 total_charge=+1 homo_lumo_gap_ev=8.97
O 5.53 -7.22 3.59
O -5.31 -1.30 -4.05
O 1.25 1.10 -0.19
O -3.38 6.79 -0.65
O 4.14 4.53 2.21
O 0.77 -0.71 1.93
O 4.62 3.79 0.21
O 2.61 0.21 3.16
O -3.15 -1.38 -4.42
O -3.75 5.39 -2.29
O 1.56 -6.85 -1.94
O 4.43 -5.75 2.39
O 3.64 -7.38 -2.37
N -0.24 3.12 1.18
C -4.14 -0.71 -4.35
C -0.64 0.54 -1.56
C 4.95 4.47 1.32
C 6.52 2.69 -0.87
C 4.51 -6.88 2.78
C 3.36 -5.84 -0.59
C -5.64 0.21 1.73
C 0.58 -6.29 -1.07
C 5.45 3.75 -0.97
C -3.95 7.68 -2.89
C 2.88 -6.77 -1.69
C -3.67 6.54 -1.94
C 5.65 -8.50 4.21
C -1.03 -0.92 -1.31
C 1.16 2.82 1.63
C 1.74 1.49 1.09
C 2.02 -2.81 1.91
C -0.64 4.53 1.37
C -3.16 0.29 1.08
C -3.33 0.00 -0.43
C 6.33 5.06 1.46
C -0.42 5.24 2.47
C 3.56 -7.96 2.30
C -6.51 -0.57 -3.79
C -7.25 -0.22 -5.07
C -0.49 2.70 -0.23
C 0.95 -1.98 2.60
C -2.50 -1.19 -0.91
C -0.15 1.22 -0.30
C -4.36 8.86 0.20
C 6.30 -9.51 3.30
C -4.11 0.77 -4.68
C -4.26 -0.39 1.91
C 0.39 -4.81 -1.32
C -3.10 8.10 -0.14
B 1.69 0.26 2.13
H -2.22 -0.15 1.41
H -6.30 0.31 -3.18
H 7.09 2.65 -1.79
H -6.66 0.43 -5.71
H 5.85 4.74 -1.17
H -0.89 2.55 1.73
H -3.49 8.62 -2.60
H -1.20 4.94 0.53
H 6.25 5.98 2.03
H 0.21 0.54 -2.25
H -0.39 -4.40 -0.66
H -3.17 1.17 -4.32
H -3.04 -1.71 -1.70
H -6.34 -0.28 2.42
H 6.27 -8.33 5.09
H -4.98 9.03 -0.68
H 3.64 -4.89 -1.04
H -3.19 0.90 -1.04
H 1.14 -1.84 3.66
H -4.15 0.88 -5.76
H -2.46 8.65 -0.84
H 1.77 3.68 1.38
H -4.38 -0.28 -0.56
H 2.57 -7.51 2.20
H -4.23 -1.46 1.68
H 7.28 -9.15 2.99
H 2.61 1.01 3.68
H 2.02 -2.55 0.85
H 4.76 3.51 -1.78
H 0.15 3.27 -0.90
H -2.49 -1.90 -0.07
H -4.92 1.34 -4.23
H -5.62 1.28 1.97
H 4.68 -8.84 4.58
H -0.34 -6.83 -1.28
H -7.12 -1.24 -3.18
H 1.12 2.76 2.72
H -0.84 -1.46 -2.24
H -8.19 0.28 -4.84
H 3.47 -8.80 2.98
H -1.55 2.82 -0.46
H 2.80 1.68 0.93
H 6.43 -10.46 3.82
H -4.96 8.30 0.92
H 6.95 4.36 2.02
H -0.66 0.76 0.55
H 0.84 -6.50 -0.03
H 0.08 4.81 3.33
H 4.23 -6.28 -0.12
H 3.01 -2.61 2.33
H -4.11 9.83 0.64
H -3.99 -0.30 2.97
H -1.41 1.11 -2.06
H 2.63 -5.66 0.20
H -2.51 7.93 0.76
H 3.88 -8.31 1.33
H 6.82 5.29 0.52
H -6.05 0.05 0.74
H 0.00 -2.49 2.51
H -5.03 7.82 -2.94
H 0.10 -4.63 -2.35
H -0.32 -1.34 -0.59
H -3.58 7.41 -3.87
H 1.80 -3.87 1.97
H 6.07 1.71 -0.69
H -7.47 -1.13 -5.63
H -3.17 1.36 1.29
H 1.31 -4.25 -1.14
H 7.21 2.88 -0.05
H -0.73 6.27 2.48
H 5.71 -9.69 2.40

***

49
Properties=species:S:1:pos:R:3 method="wB97M-V/def2-TZVPD" e_homo_ev=-4.4124 total_charge=-1 homo_lumo_gap_ev=6.84 e_above_lowest_kcal_mol=0.0
Pt 0.43 -0.11 -0.10
Te 2.89 2.73 1.64
Br -3.25 5.10 2.04
O -1.35 -0.44 -0.96
O 2.35 -0.05 0.65
N -0.41 -2.48 -1.53
N 0.75 -1.92 -0.97
C 4.67 -0.48 0.56
C 1.75 1.81 3.18
C -2.12 2.48 2.18
C -5.25 -2.86 -2.84
C -1.29 1.45 1.76
C -2.74 -2.09 -1.92
C 3.09 -1.95 -0.64
C -5.11 -1.70 -2.10
C 3.14 4.52 2.79
C 3.25 -0.83 0.15
C 1.88 -2.50 -1.17
C -1.40 -1.65 -1.43
C -2.89 -3.26 -2.65
C -3.86 -1.31 -1.64
C 1.94 -3.78 -1.97
C -2.09 3.68 1.50
C -0.42 2.82 0.03
C -1.25 3.86 0.42
C -0.40 1.58 0.68
C -4.14 -3.65 -3.12
H 5.32 -0.46 -0.31
H -5.97 -1.09 -1.88
H 2.39 1.49 4.00
H 4.69 0.49 1.05
H -2.79 2.34 3.02
H -4.24 -4.55 -3.70
H 3.73 4.32 3.69
H 2.17 4.92 3.07
H 4.00 -2.48 -0.89
H 1.58 -3.60 -2.98
H 3.67 5.25 2.18
H 1.24 0.96 2.74
H -2.01 -3.86 -2.86
H -3.72 -0.41 -1.07
H -1.34 0.50 2.29
H -6.23 -3.16 -3.21
H 2.96 -4.16 -2.01
H 1.29 -4.53 -1.53
H 0.23 2.97 -0.83
H 5.05 -1.23 1.25
H 1.01 2.53 3.53
H -1.24 4.80 -0.11

***

10
Properties=species:S:1:pos:R:3 method="wB97M-V/def2-TZVPD" e_homo_ev="-7.6307 / -7.2061" total_charge=0 homo_lumo_gap_ev="7.85 / 7.05" e_above_lowest_kcal_mol=84.3
Se 1.24 1.02 -1.15
Se 0.72 0.14 1.88
C -0.15 0.06 -1.74
C -0.78 -0.61 1.10
H -1.65 -0.14 1.64
H -1.19 0.45 -1.76
H -0.67 -1.71 1.18
H 1.77 -0.88 2.19
H 0.10 -0.73 -2.47
H 0.62 2.39 -0.86

***

18
Properties=species:S:1:pos:R:3 method="wB97M-V/def2-TZVPD" e_homo_ev=-3.8031 total_charge=-1 homo_lumo_gap_ev=7.63 e_above_lowest_kcal_mol=37.8
O 1.67 -0.29 2.51
O 1.42 1.50 1.21
C -1.19 -0.82 2.08
C 0.03 -0.76 -2.54
C -0.47 0.58 2.01
C 0.77 0.64 -2.32
C 1.00 0.53 1.88
H -2.08 -0.70 2.74
H 0.26 1.44 -2.72
H -0.77 0.90 1.06
H -1.57 -1.20 1.07
H -0.49 -1.00 -1.66
H 1.28 0.78 -1.30
H 1.48 0.56 -3.16
H -0.31 -1.36 2.47
H -0.84 1.39 2.79
H -0.78 -0.65 -3.22
H 0.59 -1.56 -2.92

***

54
Properties=species:S:1:pos:R:3 method="wB97M-V/def2-TZVPD" e_homo_ev=-14.3627 total_charge=+2 homo_lumo_gap_ev=7.58 e_above_lowest_kcal_mol=1.5
Sn 0.37 -0.56 0.87
S 0.11 -2.88 0.56
S 2.47 -0.30 2.00
N 1.31 1.35 -0.25
N -2.48 0.55 1.82
N -1.15 0.37 2.09
N -0.72 -0.47 -1.31
C 0.56 1.62 -1.48
C -0.87 -4.21 -1.54
C -2.19 1.24 3.87
C -1.37 -4.38 -2.82
C 1.26 2.53 0.66
C -0.98 0.78 3.37
C 5.23 -0.18 -0.91
C 4.66 0.69 -1.83
C -4.59 1.38 2.83
C 4.53 -0.51 0.24
C -0.60 -2.94 -1.05
C -1.36 -2.00 -3.12
C 2.68 0.87 -0.48
C -1.61 -3.27 -3.62
C -0.86 -1.83 -1.83
C 3.39 1.20 -1.63
C 0.22 0.32 -2.15
C -2.07 0.16 -1.29
C 0.32 0.73 4.11
C 3.27 0.03 0.47
C -3.13 1.07 2.87
H -0.67 -5.08 -0.91
H 4.96 -1.17 0.98
H 6.22 -0.58 -1.08
H 2.98 1.89 -2.36
H 1.92 2.36 1.51
H 5.22 0.99 -2.71
H -5.17 0.51 2.53
H 1.12 -0.28 -2.29
H -4.79 2.19 2.12
H 1.60 3.42 0.13
H -4.92 1.70 3.81
H 1.04 1.42 3.69
H -2.45 0.27 -2.30
H 0.24 2.69 1.01
H -2.03 1.14 -0.83
H -0.34 2.18 -1.20
H -1.99 -3.38 -4.63
H 0.74 -0.27 4.09
H -2.74 -0.50 -0.75
H -0.21 0.51 -3.13
H -1.58 -5.37 -3.19
H -2.88 0.25 0.95
H -2.38 1.62 4.86
H 1.10 2.25 -2.18
H -1.57 -1.14 -3.75
H 0.15 1.00 5.15

***

17
Properties=species:S:1:pos:R:3 method="wB97M-V/def2-TZVPD" e_homo_ev=-9.0620 total_charge=0 homo_lumo_gap_ev=10.06 e_above_lowest_kcal_mol=8.8
O -1.41 -1.40 1.57
C 2.09 0.68 0.65
C -1.68 -0.24 1.38
C -0.03 -0.09 -0.54
C -1.01 0.64 0.35
C -0.68 -0.92 -1.62
C 1.29 -0.06 -0.38
H -1.81 1.10 -0.25
H -0.54 1.47 0.89
H -1.20 -0.28 -2.35
H 2.58 -0.02 1.33
H -1.42 -1.60 -1.20
H 0.06 -1.52 -2.17
H 1.48 1.35 1.26
H 2.88 1.28 0.18
H 1.89 -0.65 -1.08
H -2.47 0.26 1.98